(1)
This record from OMol25 describes C17H27NO2 in the gas phase. The level of theory is ωB97M-V/def2-TZVPD.

## Properties
- total charge = 0
- structure (SMILES) = CCCCOCCCNC(=O)C[C@@H](C)c1ccccc1
- gap between HOMO and LUMO (eV) = 9.877
- E_LUMO (eV) = 0.7

Geometry (Å):
1 O -0.1305 -0.2940 -2.1110
2 O 1.4216 3.9177 -0.0748
3 N 1.7097 -0.2922 -0.8108
4 C 1.2250 2.6918 -0.7386
5 C -0.2657 -3.0295 -0.7180
6 C -2.2806 -4.4809 -0.3264
7 C 0.5551 5.9415 0.8430
8 C -0.6902 6.7888 1.0864
9 C -2.6536 -5.6114 1.7553
10 C 0.4407 -0.6618 -1.1062
11 C -1.0984 -3.9345 0.1560
12 C 0.2278 4.6401 0.1211
13 C 1.1310 -3.6120 -0.9410
14 C -0.7082 -4.2403 1.4545
15 C 2.4505 0.6579 -1.6078
16 C 2.5800 2.0157 -0.9173
17 C -0.1874 -1.6175 -0.1078
18 C -3.0531 -5.3133 0.4645
19 C -1.4780 -5.0714 2.2479
20 C -0.3534 8.0860 1.8113
21 H -0.2477 4.8511 -0.8504
22 H -3.2547 -6.2603 2.3750
23 H 0.3730 -1.6370 0.8275
24 H 0.5491 2.0495 -0.1511
25 H -0.4815 4.0408 0.7156
26 H 0.7533 2.8573 -1.7194
27 H 3.4458 0.2519 -1.8148
28 H -1.2024 -1.2709 0.0960
29 H -1.2513 8.6773 1.9745
30 H 1.6853 -3.6692 -0.0067
31 H 0.2064 -3.8281 1.8557
32 H -2.5992 -4.2511 -1.3332
33 H 0.3467 8.6781 1.2265
34 H 1.9033 0.7641 -2.5473
35 H -1.1630 7.0190 0.1290
36 H 1.2748 6.4986 0.2413
37 H 3.2199 2.6663 -1.5133
38 H -1.1594 -5.2984 3.2552
39 H 2.1166 -0.5679 0.0685
40 H 1.0533 -4.6160 -1.3521
41 H -0.7580 -2.9330 -1.6911
42 H 1.0344 5.7000 1.7931
43 H 3.0444 1.8979 0.0639
44 H -1.4070 6.2160 1.6793
45 H 0.1004 7.8761 2.7771
46 H 1.6902 -2.9947 -1.6404
47 H -3.9695 -5.7294 0.0718

---

(2)
This record from OMol25 describes a gas-phase ion, C3H6IN2O (charge +1) at a distorted geometry. The level of theory is ωB97M-V/def2-TZVPD.

## Properties
- total charge = +1
- gap between HOMO and LUMO (eV) = 8.760
- E_LUMO (eV) = -5.1

Geometry (Å):
1 I -2.1469 1.0785 1.7295
2 O -0.9449 -2.1382 0.8387
3 N 1.2909 0.2813 -0.4704
4 N -0.3105 -1.1068 0.2137
5 C 0.3034 1.3502 -0.2561
6 C -1.0741 0.8708 -0.1516
7 C 0.9523 -0.9283 -0.0561
8 H 0.4579 1.9065 0.6608
9 H 1.6625 -1.7186 0.0973
10 H 0.3557 2.0838 -1.1588
11 H -1.2776 -2.8617 0.2097
12 H -1.5803 0.7703 -1.1570
13 H 2.3119 0.4123 -0.4997

---

(3)
This record from OMol25 describes 9 unconnected molecules or ions with the total composition C36H54O18 at a distorted geometry. The level of theory is ωB97M-V/def2-TZVPD.

## Properties
- total charge = 0
- structure (SMILES) = COC(=O)OC.COC(=O)OC.COC(=O)OC.COC(=O)OC.COC(=O)OC.COC(=O)OC.c1ccccc1.c1ccccc1.c1ccccc1
- gap between HOMO and LUMO (eV) = 9.467
- E_LUMO (eV) = 0.5

Geometry (Å):
1 O -2.0084 7.2537 2.4533
2 O 3.4314 -0.4552 -1.2837
3 O -0.9613 1.4266 0.0110
4 O 0.9244 0.3330 -0.6312
5 O 5.6101 -0.1599 -0.9060
6 O 2.6997 -2.7975 -6.6823
7 O 4.3265 -1.6575 0.2768
8 O 0.5368 2.4489 -1.3243
9 O -0.1536 6.1335 2.0672
10 O -1.9399 5.8814 0.6528
11 O -2.1948 0.2250 3.1746
12 O -4.6203 -1.9463 1.0199
13 O 3.6471 -1.6187 -4.9970
14 O -0.8554 1.4761 4.5564
15 O -2.7797 2.1902 3.4557
16 O -5.3253 -0.2353 2.4246
17 O 2.5276 -3.6593 -4.7933
18 O -4.9340 -2.2108 3.2958
19 C 3.5215 0.1216 -2.6064
20 C -0.4804 -5.6393 1.0914
21 C -1.8598 1.3069 3.8373
22 C 5.3136 -2.0660 1.1166
23 C -1.3659 -3.9034 -0.3321
24 C 4.5934 -0.7136 -0.6259
25 C -0.0432 -5.6866 -1.2917
26 C 0.1732 1.4878 -0.7014
27 C -1.8733 1.4876 -3.7558
28 C 4.6901 1.0435 3.3887
29 C -4.5848 -3.6545 3.3920
30 C -3.1521 7.9577 1.9803
31 C -1.8035 2.5257 0.1343
32 C -1.2539 -4.5148 0.8909
33 C -1.5068 -1.0452 3.3160
34 C 4.3859 1.0603 2.0509
35 C -1.6079 -0.8201 -3.3530
36 C -1.4003 6.3755 1.6625
37 C -0.9239 -0.8924 -4.5512
38 C -2.2486 0.3777 -3.0369
39 C 3.1073 1.4528 1.6155
40 C 2.6044 -3.6996 -3.3722
41 C -0.8062 -4.5479 -1.4547
42 C 2.4269 1.5743 3.9095
43 C 3.0108 -1.9283 -7.7500
44 C 2.1227 1.5597 2.5472
45 C 0.4879 -0.9570 -0.1636
46 C 0.6621 4.9796 1.6681
47 C -4.9022 -1.5011 2.1507
48 C 3.0857 -2.5957 -5.4382
49 C 0.1089 -6.2402 -0.0291
50 C -2.7926 3.4253 4.1582
51 C -0.6346 0.2371 -5.3151
52 C 3.7003 1.2242 4.3002
53 C -1.0957 1.4562 -4.8937
54 C -5.4287 0.7357 1.3828
55 H 4.0060 1.0409 5.3197
56 H 2.5051 -0.0996 -2.9322
57 H 0.5835 4.6625 0.6282
58 H 2.8243 -2.3897 -8.7198
59 H 1.0841 -1.7846 -0.5481
60 H -2.9779 8.3346 0.9725
61 H 3.8102 1.1712 -2.5505
62 H -1.4807 -1.4293 4.3357
63 H 2.1552 -2.7531 -3.0715
64 H 1.0943 1.8313 2.3600
65 H -2.7979 2.2381 -0.2069
66 H -0.8875 -4.1070 -2.4373
67 H -3.8964 -3.9308 4.1907
68 H 2.5320 -0.9549 -7.6439
69 H 0.1768 4.1716 2.2155
70 H -1.8286 -1.7117 -2.7850
71 H -1.4615 3.4447 -0.3418
72 H -2.8166 0.4329 -2.1200
73 H 6.3352 -2.0721 0.7365
74 H 3.6530 -3.8683 -3.1270
75 H -4.4604 0.9089 0.9132
76 H -0.3822 -6.1014 2.0625
77 H 4.0781 -1.7135 -7.8025
78 H -4.1193 -4.0227 2.4778
79 H 5.1867 0.9074 1.3427
80 H -1.9350 -1.6758 2.5368
81 H 5.0766 -3.0299 1.5669
82 H 5.6565 0.7387 3.7623
83 H -1.9556 2.7249 1.1951
84 H -0.0440 0.2041 -6.2186
85 H -0.6278 -1.8310 -4.9959
86 H 0.6797 -7.1493 0.0896
87 H 4.2274 -0.4335 -3.2243
88 H -3.4646 8.7458 2.6654
89 H 5.3504 -1.5424 2.0719
90 H -3.4291 4.1008 3.5867
91 H 1.6947 4.9653 2.0171
92 H -5.6935 1.7565 1.6585
93 H 2.0436 -4.5722 -3.0375
94 H -2.1986 2.4632 -3.4260
95 H -3.9841 7.2554 1.9280
96 H 2.9773 1.5698 0.5497
97 H -6.0504 0.4467 0.5353
98 H -0.5412 -1.1439 -0.4704
99 H -1.8159 3.8917 4.2870
100 H -5.4714 -4.2482 3.6144
101 H 0.3844 -6.2154 -2.1307
102 H 1.6758 1.7329 4.6692
103 H -0.4498 -0.9183 3.0819
104 H -1.7135 -4.0054 1.7250
105 H -0.7580 2.2657 -5.5240
106 H -2.0040 -3.0556 -0.5331
107 H -3.2212 3.2239 5.1399
108 H 0.5146 -1.0816 0.9190